No. 1
Density functional theory data (ωB97M-V with the def2-TZVPD basis set) for a cluster of 2 separate species, C2H3BrClF in total.

## Properties
- ΔE to the lowest compared entry with this formula, charge and spin (eV) = 4.033
- HOMO energy (alpha / beta) (hartree) = -0.32098 / -0.29638
- calculated total energy (eV) = -87400.84793
- molar mass (g/mol) = 161.4
- gap between HOMO and LUMO (alpha / beta) (eV) = 8.70 / 8.39

Geometry as ORCA input:
```
! wB97M-V def2-TZVPD RIJCOSX def2/J DEFGRID3
* xyz 0 1
C -1.0229 -0.6748 -0.3015
C 1.0861 0.7153 0.4858
F -1.9294 0.2883 0.0175
Cl 0.8312 2.2141 -0.1095
Br 2.3867 -0.3805 -0.2847
H -1.1245 -1.7153 0.2760
H -0.7461 -0.7182 -1.3674
H 0.5189 0.2711 1.2838
*
```

---

No. 2
Density functional theory data (ωB97M-V with the def2-TZVPD basis set) for a cluster of 2 separate species, C4H6O4 in total.

## Properties
- ΔE to the lowest compared entry with this formula, charge and spin (eV) = 4.728
- HOMO energy (hartree) = -0.33583
- calculated total energy (eV) = -12431.44481
- molar mass (g/mol) = 118.1
- gap between HOMO and LUMO (eV) = 9.45

Geometry as ORCA input:
```
! wB97M-V def2-TZVPD RIJCOSX def2/J DEFGRID3
* xyz 0 1
C 2.1880 -0.2865 -0.1512
C 1.0417 -0.4155 0.6490
C -0.9616 0.4151 -1.1912
C -0.6320 0.7979 0.1846
O 3.2883 0.1369 -0.3591
O 1.3115 -1.1467 -0.6205
O 1.0296 -1.1399 1.7836
O -1.5869 0.4086 1.0657
H -2.0772 0.1150 -1.1926
H -0.3185 -0.3316 -1.5791
H -0.9733 1.2799 -1.9484
H -0.0957 1.6695 0.4047
H 0.1314 -1.3309 2.1181
H -2.3452 -0.1716 0.8365
*
```

---

No. 3
Density functional theory data (ωB97M-V with the def2-TZVPD basis set) for a structure of composition C41H53IrN5O2.

## Properties
- HOMO energy (hartree) = -0.33350
- calculated total energy (eV) = -57760.43880
- molar mass (g/mol) = 840.1
- gap between HOMO and LUMO (eV) = 5.90

Geometry as ORCA input:
```
! wB97M-V def2-TZVPD RIJCOSX def2/J DEFGRID3
* xyz 1 1
Ir 0.1456 0.5970 0.3891
C -2.1819 5.1312 -3.3265
C -1.7885 3.7510 -3.8573
C -0.7950 3.0593 -2.9731
C 0.5505 3.0724 -3.0656
C 1.4070 3.6871 -4.1312
C 1.8413 2.6577 -5.1783
C 1.0636 2.2880 -1.9607
N 0.0207 1.8336 -1.1964
C -1.1338 2.2808 -1.7952
C -2.4025 2.0414 -1.3371
C -2.7587 1.3238 -0.2014
C -4.1088 1.1289 0.2772
C -5.3236 1.7427 -0.3478
C -5.4911 3.2238 0.0046
C -4.0189 0.3594 1.3944
C -2.6154 0.0837 1.5949
C -2.0888 -0.7073 2.6010
C -0.7625 -1.0059 2.8190
N 0.2850 -0.5251 2.0767
C 1.4223 -1.0882 2.5795
C 2.6962 -0.8733 2.0913
C 3.0530 -0.0771 1.0244
N 2.1736 0.6093 0.2311
C 2.9142 1.2554 -0.7093
C 2.3911 2.0332 -1.7252
C 4.3204 0.9814 -0.5019
C 4.4061 0.1507 0.5641
C 5.6371 -0.4122 1.2078
C 6.0613 0.3431 2.4696
C 5.4271 1.4882 -1.3755
C 5.6387 0.6009 -2.6049
C 1.0886 -1.9413 3.7012
C -0.2583 -1.8917 3.8476
C -1.1201 -2.6319 4.8249
C -1.7826 -3.8741 4.2217
C 2.0850 -2.7504 4.4742
C 2.4640 -4.0505 3.7598
N -1.8797 0.6963 0.6210
C -5.1119 -0.0856 2.3166
C -5.2424 0.8040 3.5559
H -2.8911 5.6248 -3.9918
H -1.3041 5.7724 -3.2284
H -2.6407 5.0569 -2.3380
H -1.3682 3.8450 -4.8602
H -2.6799 3.1295 -3.9715
H 2.2848 4.1551 -3.6787
H 0.8572 4.4994 -4.6093
H 2.3513 1.8132 -4.7096
H 2.5154 3.0963 -5.9148
H 0.9732 2.2599 -5.7075
H -3.2156 2.4652 -1.9136
H -6.2099 1.1888 -0.0337
H -5.2755 1.6265 -1.4344
H -5.5985 3.3553 1.0829
H -6.3715 3.6498 -0.4778
H -4.6205 3.8039 -0.3091
H -2.8026 -1.1478 3.2867
H 3.5066 -1.3745 2.6064
H 3.1003 2.4713 -2.4158
H 6.4522 -0.3918 0.4821
H 5.4807 -1.4691 1.4413
H 6.2775 1.3876 2.2383
H 6.9560 -0.0976 2.9106
H 5.2732 0.3348 3.2255
H 6.3481 1.5484 -0.7931
H 5.2141 2.5127 -1.6891
H 5.9224 -0.4103 -2.3061
H 6.4218 0.9971 -3.2522
H 4.7202 0.5194 -3.1909
H -1.8870 -1.9621 5.2220
H -0.5158 -2.9273 5.6836
H -2.4313 -3.6091 3.3831
H -2.3895 -4.4000 4.9595
H -1.0273 -4.5713 3.8510
H 1.6759 -2.9798 5.4593
H 2.9818 -2.1547 4.6612
H 1.5889 -4.6948 3.6454
H 3.2200 -4.6072 4.3145
H 2.8616 -3.8477 2.7620
H -4.9357 -1.1203 2.6248
H -6.0582 -0.1009 1.7733
H -4.3082 0.8296 4.1209
H -6.0297 0.4477 4.2213
H -5.4791 1.8308 3.2707
O 1.2692 -0.8802 -2.3240
C 0.5572 -1.5286 -1.6030
O -0.1575 -1.1513 -0.5736
C 0.2756 -2.9929 -1.9464
N -0.5891 -3.5834 -0.8308
C -1.9337 -3.9466 -1.4192
C -2.0162 -3.0719 -2.6588
C -0.5867 -3.1251 -3.2024
H 1.2186 -3.5310 -1.9867
H -0.6727 -2.7973 -0.1650
H -0.1388 -4.3628 -0.3593
H -2.7016 -3.7825 -0.6683
H -1.8982 -5.0030 -1.6773
H -2.2951 -2.0517 -2.3879
H -2.7546 -3.4534 -3.3606
H -0.3460 -2.3250 -3.8985
H -0.4016 -4.0785 -3.6988
*
```

---

No. 4
Density functional theory data (ωB97M-V with the def2-TZVPD basis set) for the molecule C2H2FN3.

## Properties
- ΔE to the lowest compared entry with this formula, charge and spin (eV) = 4.792
- HOMO energy (hartree) = -0.37874
- calculated total energy (eV) = -9288.62444
- molar mass (g/mol) = 87.1
- gap between HOMO and LUMO (eV) = 10.48

Geometry as ORCA input:
```
! wB97M-V def2-TZVPD RIJCOSX def2/J DEFGRID3
* xyz 0 1
F 2.7879 0.8192 -0.1201
N 1.7073 -0.0604 0.0040
N 0.7342 0.6540 0.2086
C -0.5620 0.2530 0.3441
C -1.1588 -0.6715 -0.4651
N -0.7406 -1.3574 0.5006
H -1.0786 0.8677 0.9653
H -1.6896 -0.5046 -1.4375
*
```